# 1
DFT (wB97M-V/def2-TZVPD) results for C57H49FGeNNaO5P3S as an isolated structure at a distorted geometry.

The geometry in ORCA input format:
```
! wB97M-V def2-TZVPD RIJCOSX def2/J DEFGRID3
* xyz -1 1
Na -0.223 -0.439 -0.093
F -4.533 -0.532 1.833
Ge -2.782 0.102 1.545
C -2.266 -1.666 0.798
C -1.845 -2.650 1.672
C -1.673 -3.950 1.233
C -1.911 -4.268 -0.092
C -2.327 -3.291 -0.973
C -2.524 -1.990 -0.526
P -3.235 -0.662 -1.546
C -2.744 -1.286 -3.189
C -1.381 -1.243 -3.482
C -0.927 -1.694 -4.707
C -1.814 -2.194 -5.647
C -3.169 -2.210 -5.366
C -3.637 -1.743 -4.151
C -4.990 -1.225 -1.378
C -5.429 -2.542 -1.482
C -6.749 -2.860 -1.220
C -7.652 -1.877 -0.845
C -7.222 -0.567 -0.728
C -5.902 -0.248 -0.990
C -2.377 0.287 3.495
C -3.410 0.498 4.399
C -3.145 0.696 5.741
C -1.833 0.710 6.187
C -0.805 0.467 5.297
C -1.065 0.226 3.951
P 0.237 -0.237 2.712
C 1.493 0.955 3.318
C 1.081 2.233 3.690
C 1.989 3.181 4.123
C 3.334 2.862 4.201
C 3.754 1.594 3.837
C 2.845 0.648 3.398
C 0.891 -1.731 3.573
C 0.418 -2.252 4.773
C 1.018 -3.360 5.347
C 2.091 -3.979 4.731
C 2.535 -3.502 3.508
C 1.929 -2.403 2.930
C -3.491 1.805 0.677
C -4.544 2.362 1.389
C -5.216 3.482 0.932
C -4.850 4.039 -0.281
C -3.786 3.506 -0.985
C -3.071 2.407 -0.506
P -1.588 1.782 -1.411
C -2.279 1.934 -3.118
C -1.437 2.152 -4.207
C -1.941 2.188 -5.494
C -3.293 1.992 -5.726
C -4.133 1.736 -4.657
C -3.630 1.702 -3.371
C -0.556 3.312 -1.508
C -0.907 4.594 -1.099
C -0.027 5.652 -1.264
C 1.222 5.442 -1.819
C 1.591 4.165 -2.204
C 0.713 3.111 -2.048
H -1.673 -2.412 2.711
H -1.342 -4.714 1.922
H -1.770 -5.281 -0.441
H -2.484 -3.536 -2.015
H -0.679 -0.862 -2.751
H 0.128 -1.664 -4.927
H -1.453 -2.568 -6.595
H -3.867 -2.599 -6.094
H -4.699 -1.742 -3.942
H -4.737 -3.327 -1.752
H -7.074 -3.891 -1.277
H -8.681 -2.134 -0.632
H -7.905 0.204 -0.403
H -5.572 0.774 -0.860
H -4.434 0.470 4.056
H -3.960 0.833 6.438
H -1.619 0.888 7.232
H 0.222 0.461 5.639
H 0.029 2.492 3.656
H 1.651 4.173 4.399
H 4.052 3.603 4.527
H 4.804 1.341 3.897
H 3.187 -0.328 3.101
H -0.421 -1.805 5.286
H 0.646 -3.730 6.295
H 2.563 -4.832 5.199
H 3.361 -3.986 3.003
H 2.232 -2.036 1.964
H -4.852 1.901 2.314
H -6.025 3.904 1.512
H -5.382 4.894 -0.674
H -3.514 3.948 -1.936
H -0.379 2.304 -4.040
H -1.274 2.379 -6.326
H -3.684 2.041 -6.732
H -5.188 1.571 -4.820
H -4.309 1.527 -2.548
H -1.865 4.792 -0.637
H -0.324 6.649 -0.959
H 1.907 6.270 -1.945
H 2.577 3.978 -2.599
H 1.032 2.109 -2.281
O 1.774 1.887 0.351
S 2.082 0.571 -0.257
O 3.437 0.486 -0.766
O 1.810 -0.485 0.771
O 1.079 0.287 -1.326
O -0.635 1.780 1.044
H -0.722 2.634 1.481
H 0.373 1.794 0.752
C 3.207 -3.071 -2.771
C 2.982 -2.400 -1.414
C 1.611 -2.497 -1.020
N 0.514 -2.671 -0.749
H 4.262 -3.034 -3.036
H 2.636 -2.561 -3.543
H 2.886 -4.115 -2.744
H 3.235 -1.331 -1.429
H 3.590 -2.874 -0.640
*
```

HOMO-LUMO gap = 7.28 eV
relative energy (zero: lowest compared OMol25 entry of this formula, charge and spin) = 0.4488 eV



# 2
DFT (wB97M-V/def2-TZVPD) results for C30H59BiClGeN4O7PSi3Te as an isolated structure at a distorted geometry.

The geometry in ORCA input format:
```
! wB97M-V def2-TZVPD RIJCOSX def2/J DEFGRID3
* xyz 1 2
Bi -0.269 -0.764 -0.650
N -0.632 -0.992 -3.447
C -1.840 -1.281 -4.233
C -2.877 -2.056 -3.419
C -3.579 -1.226 -2.341
N -2.819 -1.216 -1.085
H -0.100 -0.256 -3.901
H -0.048 -1.823 -3.439
H -1.606 -1.860 -5.135
H -2.273 -0.338 -4.570
H -2.388 -2.913 -2.948
H -3.624 -2.433 -4.119
H -4.589 -1.624 -2.180
H -3.698 -0.202 -2.688
H -2.982 -2.099 -0.608
H -3.201 -0.501 -0.468
C -4.814 1.134 0.212
Si -3.518 1.175 1.646
C -3.916 2.718 2.694
C -3.878 -0.295 2.812
Ge -1.254 1.420 0.567
Si -1.279 2.928 -1.393
C 0.489 3.198 -2.082
C -2.040 4.633 -1.004
C -2.246 2.178 -2.870
Si 0.091 2.774 2.126
C 1.699 3.474 1.362
C -0.938 4.323 2.607
C 0.461 1.716 3.676
H -5.644 1.796 0.437
H -5.236 0.143 0.062
H -4.379 1.477 -0.723
H -4.879 2.584 3.176
H -3.976 3.617 2.094
H -3.180 2.878 3.473
H -4.948 -0.472 2.875
H -3.530 -0.086 3.819
H -3.407 -1.215 2.489
H 0.948 4.086 -1.662
H 0.468 3.308 -3.163
H 1.112 2.348 -1.825
H -1.420 5.189 -0.310
H -3.030 4.538 -0.569
H -2.131 5.223 -1.911
H -1.906 1.166 -3.058
H -2.099 2.754 -3.779
H -3.314 2.148 -2.684
H 1.532 4.440 0.900
H 2.075 2.809 0.598
H 2.480 3.596 2.107
H -1.779 4.468 1.937
H -0.322 5.215 2.570
H -1.335 4.251 3.613
H 0.789 0.720 3.388
H -0.430 1.602 4.288
H 1.238 2.156 4.295
O 2.950 1.887 -3.801
C 4.214 1.764 -3.188
N 5.027 0.868 -3.944
C 5.039 -0.489 -3.863
O 5.628 -1.176 -4.665
C 4.357 -1.116 -2.683
C 5.096 -1.953 -1.851
C 4.448 -2.598 -0.813
C 3.077 -2.441 -0.700
N 2.353 -1.690 -1.520
C 2.987 -1.016 -2.467
H 2.503 2.671 -3.460
H 4.106 1.376 -2.165
H 4.714 2.738 -3.151
H 5.430 1.237 -4.796
H 6.151 -2.088 -2.038
H 4.993 -3.220 -0.123
H 2.530 -2.947 0.082
H 2.375 -0.378 -3.090
C 1.253 -4.878 2.453
C 0.525 -3.678 3.037
O -0.843 -3.629 2.624
P -1.352 -2.983 1.263
O -1.346 -1.470 1.290
Te -0.299 -3.674 -0.770
O -2.894 -3.371 1.314
C -3.340 -4.719 1.167
C -4.820 -4.713 0.843
H 2.198 -5.011 2.971
H 1.453 -4.743 1.390
H 0.647 -5.771 2.588
H 1.016 -2.741 2.764
H 0.478 -3.757 4.127
H -3.143 -5.263 2.093
H -2.774 -5.187 0.350
H -5.386 -4.266 1.653
H -5.152 -5.737 0.700
H -5.012 -4.145 -0.062
Cl 6.708 1.450 4.105
C 5.373 1.002 3.120
C 4.459 0.062 3.580
C 3.384 -0.273 2.784
C 3.206 0.328 1.538
C 4.148 1.247 1.080
C 5.229 1.585 1.866
C 2.021 0.015 0.721
O 1.726 0.706 -0.282
O 1.269 -0.952 1.060
H 4.602 -0.397 4.547
H 2.658 -0.992 3.126
H 4.032 1.692 0.102
H 5.962 2.303 1.534
*
```

HOMO-LUMO gap (spin up / spin down) = 7.44 / 5.90 eV
relative energy (zero: lowest compared OMol25 entry of this formula, charge and spin) = 0.7378 eV



# 3
DFT (wB97M-V/def2-TZVPD) results for C6H15N3 as an isolated structure at a distorted geometry.

The geometry in ORCA input format:
```
! wB97M-V def2-TZVPD RIJCOSX def2/J DEFGRID3
* xyz 0 1
C 0.105 -0.381 -0.749
C -2.186 0.578 -0.640
C -0.334 0.527 1.465
C 2.880 1.280 -0.513
C -2.989 -0.612 -0.196
N -0.338 0.641 0.018
C 2.084 0.094 -0.068
N 0.044 -1.723 -0.441
N 2.458 -0.844 0.675
H 0.035 -0.173 -1.816
H 0.736 -2.348 -0.829
H 0.076 -1.939 0.556
H 3.458 -0.849 0.928
H -2.114 0.694 -1.719
H -2.455 1.515 -0.161
H 0.089 1.442 1.877
H -1.345 0.413 1.869
H 0.222 -0.315 1.878
H 2.367 2.196 -0.217
H 3.891 1.285 -0.084
H 2.962 1.287 -1.601
H -2.627 -1.539 -0.644
H -2.976 -0.722 0.890
H -4.044 -0.507 -0.477
*
```

HOMO-LUMO gap = 7.68 eV
relative energy (zero: lowest compared OMol25 entry of this formula, charge and spin) = 4.8189 eV



# 4
DFT (wB97M-V/def2-TZVPD) results for the molecule C6H7BrN2O2 at a distorted geometry.

The geometry in ORCA input format:
```
! wB97M-V def2-TZVPD RIJCOSX def2/J DEFGRID3
* xyz 0 1
C 1.208 -1.398 -0.186
C 0.956 -0.182 -0.661
C 1.925 0.955 -0.728
C -0.434 0.180 -1.058
N -0.836 1.397 -0.374
C -1.404 1.256 0.737
C -1.752 -0.040 1.280
Br -2.430 -0.155 3.039
N -1.502 -1.115 0.572
O -1.557 -2.276 0.937
O -1.271 -0.917 -0.778
H 2.091 -1.854 0.124
H 0.368 -2.078 -0.007
H 2.774 0.729 -0.047
H 1.625 1.797 -0.207
H 2.190 1.020 -1.743
H -0.469 0.457 -2.175
H -1.481 2.223 1.275
*
```

HOMO-LUMO gap (spin up / spin down) = 8.64 / 8.64 eV
structure (SMILES) = C=C(C)[C@@H]1N=CC(Br)=[N+]([O-])O1
relative energy (zero: lowest compared OMol25 entry of this formula, charge and spin) = 4.7006 eV



# 5
DFT (wB97M-V/def2-TZVPD) results for C32H32AuN5O3PS as an isolated structure at a distorted geometry.

The geometry in ORCA input format:
```
! wB97M-V def2-TZVPD RIJCOSX def2/J DEFGRID3
* xyz -1 1
Au 9.710 13.727 8.247
O 11.983 15.630 11.923
S 10.530 15.736 12.095
O 9.879 15.521 10.808
O 9.937 15.017 13.238
C 10.283 17.475 12.361
C 10.590 17.947 13.633
C 10.606 19.254 13.889
C 10.468 20.131 12.814
C 10.217 19.734 11.555
C 10.103 18.384 11.264
P 9.473 17.923 9.597
C 8.071 18.259 8.972
C 6.680 18.544 9.532
C 5.557 18.145 8.926
C 5.424 17.474 7.638
C 6.102 16.389 7.211
C 7.289 15.488 7.599
C 11.048 17.756 8.610
C 12.264 17.643 9.301
C 13.460 17.694 8.603
C 13.400 17.927 7.228
C 12.207 17.982 6.479
C 11.037 17.878 7.248
H 10.880 17.197 14.375
H 10.626 19.729 14.893
H 10.559 21.211 12.964
H 10.198 20.450 10.791
H 6.744 19.055 10.476
H 4.718 18.176 9.713
H 4.540 17.858 7.060
H 5.706 16.072 6.254
H 7.490 14.710 6.865
H 12.283 17.556 10.454
H 14.395 17.590 9.136
H 14.218 18.109 6.579
H 12.191 18.049 5.392
H 10.103 17.987 6.726
C 11.338 13.896 7.024
C 12.043 12.584 6.898
C 12.800 12.121 8.000
C 13.445 10.838 7.920
C 13.222 10.042 6.818
C 12.504 10.511 5.689
C 11.915 11.764 5.742
C 13.753 8.708 6.833
N 14.117 7.641 6.731
H 11.091 14.224 6.005
H 12.050 14.611 7.484
H 13.036 12.583 8.973
H 14.060 10.517 8.716
H 12.363 9.914 4.813
H 11.348 12.188 4.895
C 6.943 12.679 8.645
N 5.599 12.660 9.268
C 5.059 13.992 9.072
N 5.932 14.984 9.638
C 7.253 15.008 9.110
N 7.853 13.639 9.281
C 7.955 13.342 10.742
N 6.629 13.392 11.389
C 5.788 12.368 10.752
C 6.081 14.709 11.078
H 6.921 13.026 7.634
H 7.408 11.667 8.688
H 4.059 14.067 9.534
H 4.901 14.163 7.979
H 7.961 15.562 9.737
H 8.171 16.109 7.513
H 8.677 14.068 11.134
H 8.299 12.314 10.829
H 4.795 12.486 11.139
H 6.169 11.318 10.967
H 6.736 15.406 11.567
H 5.096 14.783 11.573
*
```

HOMO-LUMO gap = 7.74 eV
relative energy (zero: lowest compared OMol25 entry of this formula, charge and spin) = 6.0427 eV



# 6
DFT (wB97M-V/def2-TZVPD) results for C3H5HgO3 as an isolated structure at a distorted geometry.

The geometry in ORCA input format:
```
! wB97M-V def2-TZVPD RIJCOSX def2/J DEFGRID3
* xyz 1 3
H 1.946 -0.662 1.058
C 1.631 0.357 0.798
C 0.576 0.474 -0.304
O -0.738 0.249 0.239
C -1.645 -0.335 -0.488
O -2.738 -0.382 0.210
H 1.224 0.727 1.747
H 2.099 1.333 0.337
H 0.571 1.471 -0.792
H -3.493 -0.179 -0.358
Hg -0.488 -2.398 -1.455
O 1.056 -0.654 -0.992
*
```

HOMO-LUMO gap (spin up / spin down) = 9.01 / 7.59 eV
relative energy (zero: lowest compared OMol25 entry of this formula, charge and spin) = 2.6210 eV



# 7
DFT (wB97M-V/def2-TZVPD) results for the molecule C4H4O at a distorted geometry.

The geometry in ORCA input format:
```
! wB97M-V def2-TZVPD RIJCOSX def2/J DEFGRID3
* xyz 0 1
C 0.540 0.867 0.013
C -0.797 0.847 -0.056
C -0.822 -0.670 0.023
O -0.159 -1.196 -1.089
C 0.704 -0.607 -0.128
H 1.287 1.628 0.189
H -1.559 1.601 -0.220
H -0.631 -1.184 0.964
H 1.437 -1.286 0.303
*
```

HOMO-LUMO gap = 9.93 eV
structure (SMILES) = C1=C[C@H]2O[C@@H]12
relative energy (zero: lowest compared OMol25 entry of this formula, charge and spin) = 4.0466 eV



# 8
DFT (wB97M-V/def2-TZVPD) results for C26H39BCsF6N8OP as an isolated structure at a distorted geometry.

The geometry in ORCA input format:
```
! wB97M-V def2-TZVPD RIJCOSX def2/J DEFGRID3
* xyz -1 2
Cs 0.397 0.501 0.460
C 0.991 4.200 2.726
C 1.253 4.362 1.253
C 1.995 5.380 0.592
C 1.873 5.045 -0.738
C 2.512 5.691 -1.952
N 1.150 3.913 -0.848
N 0.797 3.475 0.392
B 0.838 3.193 -2.186
N -0.667 2.877 -2.349
N -1.222 1.805 -1.794
C -2.520 1.892 -2.085
C -3.488 0.865 -1.589
C -2.793 3.057 -2.833
C -1.578 3.646 -2.976
C -1.254 4.902 -3.691
N 1.674 1.886 -2.328
N 2.564 1.502 -1.399
C 3.038 0.322 -1.805
C 4.065 -0.381 -0.958
C 2.475 -0.076 -3.010
C 1.616 0.974 -3.348
C 0.698 1.141 -4.504
H 1.071 3.159 3.066
H 0.008 4.537 3.084
H 1.781 4.745 3.255
H 2.506 6.243 0.994
H 3.355 6.388 -1.694
H 1.729 6.257 -2.482
H 2.972 4.921 -2.638
H 1.108 3.916 -3.052
H -3.018 0.136 -0.939
H -3.970 0.253 -2.338
H -4.293 1.312 -0.991
H -3.764 3.258 -3.277
H -2.160 5.311 -4.138
H -0.511 4.735 -4.452
H -0.792 5.584 -2.958
H 4.994 0.223 -0.911
H 4.295 -1.325 -1.421
H 3.710 -0.582 0.056
H 2.645 -0.956 -3.547
H 0.833 0.273 -5.160
H 0.923 2.037 -5.142
H -0.367 1.160 -4.202
C -2.206 -0.278 4.891
C -1.615 -0.528 3.488
N -2.570 -0.686 2.524
O -0.438 -0.512 3.276
H -3.059 -0.911 5.082
H -2.518 0.761 5.010
H -1.482 -0.445 5.667
H -3.489 -1.042 2.742
H -2.276 -1.153 1.683
C -0.095 -4.382 4.147
N 0.749 -4.369 2.979
C 1.914 -3.564 3.243
C 0.005 -3.806 1.859
C 0.697 -4.021 0.506
C 1.572 -5.102 0.308
C 2.244 -5.315 -0.884
C 1.979 -4.531 -2.005
C 1.093 -3.439 -1.845
C 0.576 -3.223 -0.588
H 0.416 -4.763 5.008
H -0.982 -5.040 3.982
H -0.571 -3.395 4.370
H 2.403 -3.850 4.188
H 1.636 -2.476 3.308
H 2.615 -3.635 2.409
H -0.155 -2.716 1.969
H -0.956 -4.280 1.814
H 1.787 -5.711 1.195
H 2.953 -6.118 -0.919
H 2.447 -4.827 -2.935
H 0.823 -2.830 -2.676
F -2.989 -3.419 0.795
P -4.411 -3.659 1.426
F -4.148 -5.245 1.476
F -4.678 -2.036 1.440
F -5.091 -3.768 -0.031
F -3.805 -3.538 2.899
F -5.846 -3.909 2.058
*
```

HOMO-LUMO gap (spin up / spin down) = 8.19 / 7.83 eV
relative energy (zero: lowest compared OMol25 entry of this formula, charge and spin) = 0.0000 eV



Copy entry 5 word for word.
DFT (wB97M-V/def2-TZVPD) results for C32H32AuN5O3PS as an isolated structure at a distorted geometry.

The geometry in ORCA input format:
```
! wB97M-V def2-TZVPD RIJCOSX def2/J DEFGRID3
* xyz -1 1
Au 9.710 13.727 8.247
O 11.983 15.630 11.923
S 10.530 15.736 12.095
O 9.879 15.521 10.808
O 9.937 15.017 13.238
C 10.283 17.475 12.361
C 10.590 17.947 13.633
C 10.606 19.254 13.889
C 10.468 20.131 12.814
C 10.217 19.734 11.555
C 10.103 18.384 11.264
P 9.473 17.923 9.597
C 8.071 18.259 8.972
C 6.680 18.544 9.532
C 5.557 18.145 8.926
C 5.424 17.474 7.638
C 6.102 16.389 7.211
C 7.289 15.488 7.599
C 11.048 17.756 8.610
C 12.264 17.643 9.301
C 13.460 17.694 8.603
C 13.400 17.927 7.228
C 12.207 17.982 6.479
C 11.037 17.878 7.248
H 10.880 17.197 14.375
H 10.626 19.729 14.893
H 10.559 21.211 12.964
H 10.198 20.450 10.791
H 6.744 19.055 10.476
H 4.718 18.176 9.713
H 4.540 17.858 7.060
H 5.706 16.072 6.254
H 7.490 14.710 6.865
H 12.283 17.556 10.454
H 14.395 17.590 9.136
H 14.218 18.109 6.579
H 12.191 18.049 5.392
H 10.103 17.987 6.726
C 11.338 13.896 7.024
C 12.043 12.584 6.898
C 12.800 12.121 8.000
C 13.445 10.838 7.920
C 13.222 10.042 6.818
C 12.504 10.511 5.689
C 11.915 11.764 5.742
C 13.753 8.708 6.833
N 14.117 7.641 6.731
H 11.091 14.224 6.005
H 12.050 14.611 7.484
H 13.036 12.583 8.973
H 14.060 10.517 8.716
H 12.363 9.914 4.813
H 11.348 12.188 4.895
C 6.943 12.679 8.645
N 5.599 12.660 9.268
C 5.059 13.992 9.072
N 5.932 14.984 9.638
C 7.253 15.008 9.110
N 7.853 13.639 9.281
C 7.955 13.342 10.742
N 6.629 13.392 11.389
C 5.788 12.368 10.752
C 6.081 14.709 11.078
H 6.921 13.026 7.634
H 7.408 11.667 8.688
H 4.059 14.067 9.534
H 4.901 14.163 7.979
H 7.961 15.562 9.737
H 8.171 16.109 7.513
H 8.677 14.068 11.134
H 8.299 12.314 10.829
H 4.795 12.486 11.139
H 6.169 11.318 10.967
H 6.736 15.406 11.567
H 5.096 14.783 11.573
*
```

HOMO-LUMO gap = 7.74 eV
relative energy (zero: lowest compared OMol25 entry of this formula, charge and spin) = 6.0427 eV